Record 1
{"formula": "C31H86O17", "method": "ωB97M-V/def2-TZVPD", "total_charge": 0, "energy_ev": -68344.86824, "e_homo_ev": -9.3, "de_lowest_kcal_mol": 63.2, "orbital_gap_ev": 9.446, "elements": ["C", "C", "C", "O", "H", "H", "H", "H", "H", "H", "H", "H", "C", "C", "C", "O", "H", "H", "H", "H", "H", "H", "H", "H", "C", "C", "C", "O", "H", "H", "H", "H", "H", "H", "H", "H", "C", "C", "C", "O", "H", "H", "H", "H", "H", "H", "H", "H", "C", "C", "C", "O", "H", "H", "H", "H", "H", "H", "H", "H", "C", "C", "C", "O", "H", "H", "H", "H", "H", "H", "H", "H", "C", "C", "C", "O", "H", "H", "H", "H", "H", "H", "H", "H", "O", "C", "C", "O", "H", "H", "H", "H", "H", "H", "O", "C", "C", "O", "H", "H", "H", "H", "H", "H", "O", "C", "C", "O", "H", "H", "H", "H", "H", "H", "O", "C", "C", "O", "H", "H", "H", "H", "H", "H", "O", "C", "C", "O", "H", "H", "H", "H", "H", "H"], "positions_angstrom": [[-5.5190, 0.3703, 0.8140], [-4.4855, -0.6361, 1.2533], [-3.7832, -1.3326, 0.0676], [-3.5171, 0.0933, 2.0054], [-5.1229, 1.1173, 0.1260], [-5.9526, 1.0033, 1.5882], [-6.2818, -0.2093, 0.2942], [-4.9336, -1.4388, 1.8389], [-4.3984, -2.1053, -0.3934], [-2.8294, -1.8072, 0.2983], [-3.6179, -0.5798, -0.7032], [-3.0751, -0.5502, 2.5642], [-2.5672, -3.2647, -4.8892], [-2.4766, -1.8248, -4.4062], [-1.9802, -1.7802, -2.9332], [-1.5867, -1.1723, -5.3119], [-3.1674, -3.8303, -4.1764], [-1.5971, -3.7613, -4.8695], [-2.9716, -3.4059, -5.8915], [-3.4385, -1.3133, -4.4425], [-1.9175, -0.7211, -2.6830], [-0.9869, -2.2111, -2.8081], [-2.6849, -2.2954, -2.2805], [-1.7473, -0.2259, -5.3292], [-1.8678, -4.9424, -0.4273], [-0.8762, -5.3768, 0.6684], [0.4512, -4.6533, 0.5479], [-1.4586, -5.2789, 1.9483], [-1.8290, -5.6714, -1.2368], [-1.7751, -3.9287, -0.8171], [-2.9108, -4.9703, -0.1117], [-0.7163, -6.4444, 0.5177], [1.0379, -4.9854, -0.3086], [1.0323, -4.8939, 1.4382], [0.4077, -3.5646, 0.5171], [-1.7969, -4.3996, 2.1324], [0.5368, 1.3246, 6.0160], [1.6291, 1.4917, 4.9599], [1.0361, 2.3215, 3.8305], [2.6743, 2.2511, 5.4920], [-0.4045, 0.8259, 5.7849], [0.2417, 2.2723, 6.4665], [0.8733, 0.6740, 6.8232], [2.0003, 0.5513, 4.5525], [0.1865, 1.8070, 3.3815], [1.7578, 2.3986, 3.0173], [0.7381, 3.3054, 4.1927], [3.3354, 1.6215, 5.7889], [2.0410, -1.8295, -2.4177], [2.3456, -3.2965, -2.7916], [1.1655, -4.1377, -3.3601], [3.4620, -3.4146, -3.7384], [2.9187, -1.3799, -1.9532], [1.1944, -1.5914, -1.7738], [1.8938, -1.3082, -3.3636], [2.6689, -3.8805, -1.9299], [0.4819, -4.3524, -2.5387], [1.4643, -5.0907, -3.7967], [0.5605, -3.6578, -4.1294], [3.5636, -4.3619, -3.8565], [1.5663, 1.5204, -4.0050], [1.1878, 2.9014, -4.5573], [2.1264, 3.9860, -4.4253], [0.8653, 2.6108, -5.8566], [1.5953, 1.4919, -2.9158], [2.5510, 1.1938, -4.3395], [0.7864, 0.7989, -4.2485], [0.2897, 3.1872, -4.0097], [3.1187, 3.7300, -4.7966], [2.3032, 4.1320, -3.3596], [1.6914, 4.8439, -4.9381], [1.5531, 2.0578, -6.2345], [-0.8644, 5.0584, -0.0334], [0.2625, 6.0514, 0.3299], [0.5177, 6.3834, 1.8311], [1.4938, 5.6469, -0.1737], [-1.1478, 5.1952, -1.0770], [-1.6822, 5.1097, 0.6855], [-0.4904, 4.0537, 0.1634], [0.0759, 7.0445, -0.0788], [-0.2773, 7.0142, 2.2290], [1.4481, 6.9374, 1.9563], [0.6173, 5.4873, 2.4436], [1.5027, 4.6907, -0.2582], [-1.6173, 1.8184, -2.5140], [-2.7024, 2.4564, -1.8552], [-4.0435, 2.0497, -2.5195], [-4.3407, 2.8292, -3.7023], [-1.6839, 1.9562, -3.4617], [-2.6282, 2.2194, -0.7939], [-2.5906, 3.5400, -1.8933], [-4.8450, 2.1550, -1.7884], [-4.1656, 0.9859, -2.7237], [-4.2296, 2.1747, -4.3958], [-2.3921, -2.9673, 2.9146], [-1.5847, -2.6701, 4.0252], [-2.3091, -1.7620, 5.0083], [-2.5003, -0.4789, 4.5184], [-3.2961, -3.0947, 3.2116], [-1.1662, -3.5032, 4.5900], [-0.6705, -2.2093, 3.6513], [-1.7094, -1.6813, 5.9149], [-3.2154, -2.2446, 5.3741], [-3.2669, -0.0868, 4.9429], [3.7406, 0.6887, -0.3865], [4.2214, 2.0041, -0.6028], [3.2275, 3.0280, -0.0394], [2.0619, 3.1269, -0.8585], [4.4640, 0.0942, -0.5977], [5.2382, 2.1825, -0.2528], [4.3963, 2.1393, -1.6701], [3.7476, 3.9855, -0.0688], [2.9307, 2.8159, 0.9877], [1.7357, 2.2617, -1.1165], [5.5470, -2.2593, 5.0331], [5.6139, -2.2764, 3.6758], [4.4670, -1.4908, 3.0178], [3.2274, -2.1125, 3.2117], [5.2716, -3.1461, 5.2768], [6.5092, -1.8037, 3.2720], [5.4930, -3.3354, 3.4479], [4.6449, -1.3081, 1.9580], [4.2506, -0.4870, 3.3832], [2.6140, -1.5690, 2.7117], [1.7483, -0.2033, 1.6639], [0.3380, -0.3162, 1.4939], [-0.1540, 0.8629, 0.5921], [0.4263, 0.8166, -0.7164], [2.1402, 0.0378, 0.8214], [0.1696, -1.2891, 1.0321], [-0.1955, -0.2407, 2.4414], [0.0117, 1.8761, 0.9582], [-1.2192, 0.6318, 0.5903], [-0.2265, 1.1197, -1.3518]], "lowdin_charge": [-0.048, -0.473, -0.052, -0.060, 0.055, 0.085, 0.088, 0.128, 0.082, 0.067, 0.056, 0.033, -0.051, -0.463, -0.037, -0.048, 0.078, 0.066, 0.080, 0.127, 0.055, 0.060, 0.055, 0.075, -0.050, -0.474, -0.046, -0.054, 0.075, 0.046, 0.075, 0.132, 0.066, 0.083, 0.062, 0.021, -0.054, -0.493, -0.053, -0.029, 0.055, 0.084, 0.072, 0.130, 0.064, 0.063, 0.086, 0.093, -0.025, -0.424, -0.053, -0.069, 0.063, 0.064, 0.072, 0.114, 0.052, 0.076, 0.061, 0.069, -0.038, -0.566, -0.051, -0.032, 0.050, 0.093, 0.076, 0.129, 0.090, 0.081, 0.097, 0.096, -0.030, -0.480, -0.050, -0.059, 0.077, 0.082, 0.058, 0.125, 0.069, 0.074, 0.060, 0.018, -0.092, -0.192, -0.216, -0.049, 0.088, 0.115, 0.107, 0.097, 0.110, 0.074, -0.064, -0.212, -0.253, -0.053, 0.110, 0.131, 0.119, 0.119, 0.127, 0.110, -0.071, -0.216, -0.181, -0.099, 0.092, 0.119, 0.119, 0.128, 0.115, 0.041, -0.039, -0.276, -0.257, -0.083, 0.093, 0.116, 0.125, 0.104, 0.113, 0.029, -0.083, -0.181, -0.182, -0.091, 0.052, 0.106, 0.103, 0.107, 0.100, 0.041]}

Record 2
{"formula": "C45H34O7", "method": "ωB97M-V/def2-TZVPD", "total_charge": 0, "energy_ev": -61540.57419, "e_homo_ev": -9.0, "de_lowest_kcal_mol": 188.0, "orbital_gap_ev": 7.875, "elements": ["C", "C", "C", "C", "C", "C", "C", "C", "C", "C", "C", "O", "C", "C", "C", "C", "C", "O", "C", "O", "H", "H", "H", "H", "H", "H", "H", "H", "H", "H", "H", "H", "H", "H", "H", "H", "H", "H", "O", "C", "C", "C", "C", "C", "C", "C", "C", "O", "C", "C", "C", "C", "C", "C", "H", "H", "H", "H", "H", "H", "H", "H", "O", "C", "C", "C", "C", "C", "C", "C", "C", "O", "C", "C", "C", "C", "C", "C", "H", "H", "H", "H", "H", "H", "H", "H"], "positions_angstrom": [[7.2494, 4.0917, -1.2549], [5.6974, 4.5034, -0.9475], [5.2238, 5.6189, -1.9947], [3.6591, 5.9148, -2.0352], [3.0105, 5.9558, -3.4699], [1.5196, 6.2711, -3.7358], [0.6317, 6.5675, -2.5082], [1.2279, 6.4981, -1.0497], [2.7434, 6.1680, -0.7854], [3.3468, 6.0933, 0.6843], [0.1820, 6.8272, 0.1069], [0.4456, 7.3706, 1.2072], [-1.3771, 6.4960, -0.1607], [-1.8975, 6.5742, -1.4834], [-3.4508, 6.2900, -1.6781], [-3.6407, 4.6109, -2.0184], [-2.3573, 3.9402, -2.8697], [-3.8062, 4.2576, -3.4786], [-0.9207, 6.9502, -2.7060], [-1.3620, 7.5413, -3.7297], [7.9244, 4.4771, -0.4004], [7.3427, 2.9547, -1.2937], [7.6491, 4.6055, -2.2080], [5.7471, 5.0266, 0.0831], [5.0074, 3.6020, -0.8559], [5.8203, 6.6002, -1.8602], [5.5363, 5.2334, -3.0415], [3.6796, 5.7579, -4.3710], [1.1191, 6.2750, -4.8053], [2.5940, 6.2470, 1.5247], [4.1771, 6.8814, 0.8540], [3.8032, 5.0452, 0.8599], [-1.9860, 6.2158, 0.7578], [-4.0530, 6.4101, -0.7068], [-3.9004, 6.8375, -2.5702], [-4.1656, 3.9302, -1.1824], [-1.8170, 4.5771, -3.6395], [-2.4128, 2.8049, -2.8400], [-0.7991, 0.0007, -3.0284], [-0.8294, -1.1653, -2.6738], [-0.0492, -1.6138, -1.4982], [0.7091, -0.6884, -0.7798], [1.4131, -1.0936, 0.3490], [1.3617, -2.4221, 0.7651], [0.6214, -3.3500, 0.0415], [-0.0811, -2.9493, -1.0955], [-0.8521, -3.9482, -1.8691], [-0.8359, -5.1254, -1.5484], [-1.6479, -3.4966, -3.0324], [-2.4079, -4.4228, -3.7485], [-3.1850, -4.0026, -4.8222], [-3.2065, -2.6574, -5.1841], [-2.4392, -1.7343, -4.4815], [-1.6535, -2.1529, -3.4066], [0.7487, 0.3492, -1.0958], [1.9987, -0.3716, 0.9091], [1.9010, -2.7349, 1.6533], [0.5901, -4.3838, 0.3682], [-2.3990, -5.4713, -3.4684], [-3.7783, -4.7236, -5.3754], [-3.8207, -2.3287, -6.0163], [-2.4584, -0.6882, -4.7710], [-0.4814, -4.1249, 3.5727], [-0.9605, -5.1151, 4.1003], [-1.1397, -5.1717, 5.5692], [-0.7765, -4.0742, 6.3512], [-0.9781, -4.1039, 7.7266], [-1.5438, -5.2273, 8.3257], [-1.8906, -6.3292, 7.5517], [-1.6836, -6.3061, 6.1722], [-2.0395, -7.4911, 5.3590], [-2.4638, -8.5020, 5.8926], [-1.8791, -7.4270, 3.8892], [-2.2447, -8.5241, 3.1077], [-2.1290, -8.4610, 1.7233], [-1.6488, -7.3033, 1.1145], [-1.2700, -6.2133, 1.8921], [-1.3795, -6.2748, 3.2818], [-0.3405, -3.1941, 5.8896], [-0.6993, -3.2478, 8.3326], [-1.7124, -5.2447, 9.3976], [-2.3261, -7.2036, 8.0248], [-2.6240, -9.4270, 3.5756], [-2.4176, -9.3138, 1.1171], [-1.5678, -7.2510, 0.0333], [-0.8944, -5.3165, 1.4117]], "lowdin_charge": [-0.125, -0.254, -0.196, -0.105, -0.006, 0.001, -0.038, 0.012, -0.078, -0.078, -0.273, 0.025, 0.061, -0.131, -0.075, -0.170, 0.005, -0.204, -0.252, 0.047, 0.074, 0.069, 0.074, 0.085, 0.114, 0.134, 0.109, 0.094, 0.110, 0.071, 0.103, 0.075, 0.128, 0.111, 0.119, 0.155, 0.110, 0.098, 0.095, -0.279, -0.084, 0.003, -0.053, -0.046, 0.003, -0.079, -0.271, 0.091, -0.083, 0.003, -0.057, -0.055, 0.005, -0.083, 0.121, 0.108, 0.111, 0.105, 0.120, 0.108, 0.109, 0.121, 0.095, -0.276, -0.084, 0.001, -0.059, -0.058, 0.003, -0.084, -0.280, 0.101, -0.086, 0.003, -0.053, -0.044, 0.011, -0.080, 0.120, 0.107, 0.108, 0.121, 0.121, 0.108, 0.101, 0.090]}

Record 3
{"formula": "C2H7N5O2", "method": "ωB97M-V/def2-TZVPD", "total_charge": 0, "energy_ev": -13730.94589, "e_homo_ev": -8.8, "de_lowest_kcal_mol": 9.0, "orbital_gap_ev": 9.692, "elements": ["N", "N", "N", "C", "O", "N", "C", "N", "O", "H", "H", "H", "H", "H", "H", "H"], "positions_angstrom": [[-2.1662, 0.4924, 2.1877], [-0.9689, 0.5405, 1.7635], [-0.4655, -0.5017, 1.3375], [1.1252, -0.2365, 0.8074], [1.5942, 0.8219, 1.5297], [1.0395, -0.0173, -0.5538], [1.0236, -1.1688, -1.3069], [0.6005, -0.8768, -2.5907], [1.3580, -2.2652, -0.8174], [-2.6643, -0.3560, 2.2339], [-2.4942, 1.3312, 2.5166], [1.4776, -1.1184, 1.2034], [0.8220, 1.3476, 1.8547], [0.5002, 0.7129, -0.8799], [0.8836, -0.1294, -3.2560], [0.5250, -1.6586, -3.3159]], "lowdin_charge": [0.056, -0.180, 0.084, -0.367, -0.012, 0.119, -0.569, 0.113, 0.035, 0.096, 0.070, 0.113, 0.082, 0.115, 0.113, 0.132]}

Record 4
{"formula": "C32H31ClNO4P2RhS2", "method": "ωB97M-V/def2-TZVPD", "total_charge": 0, "energy_ev": -99147.84917, "e_homo_ev": -6.8, "de_lowest_kcal_mol": 22.7, "orbital_gap_ev": 5.902, "elements": ["Rh", "C", "C", "P", "C", "C", "C", "C", "C", "C", "C", "C", "C", "C", "C", "C", "C", "P", "C", "C", "C", "C", "C", "C", "C", "C", "C", "C", "C", "C", "H", "H", "H", "H", "H", "H", "H", "H", "H", "H", "H", "H", "H", "H", "H", "H", "H", "H", "H", "H", "H", "H", "H", "H", "H", "H", "O", "S", "O", "O", "O", "S", "C", "N", "C", "C", "C", "C", "H", "H", "H", "H", "H", "Cl"], "positions_angstrom": [[-0.6501, -0.7446, 0.1612], [0.1400, 3.0517, 0.8014], [1.2035, 2.2443, 0.0620], [1.0993, 0.4753, 0.4841], [1.7104, 0.4174, 2.2163], [1.0106, -0.3378, 3.1520], [1.4684, -0.4286, 4.4612], [2.6206, 0.2386, 4.8432], [3.3259, 0.9959, 3.9144], [2.8735, 1.0820, 2.6079], [2.5327, -0.2758, -0.3770], [3.4238, 0.4215, -1.1831], [4.5340, -0.2170, -1.7257], [4.7558, -1.5613, -1.4712], [3.8524, -2.2758, -0.6912], [2.7485, -1.6379, -0.1486], [-1.2841, 2.7229, 0.3464], [-1.8758, 1.0111, 0.6227], [-3.3540, 0.9219, -0.4465], [-3.8955, -0.3325, -0.7294], [-5.0070, -0.4437, -1.5515], [-5.5861, 0.6877, -2.1032], [-5.0569, 1.9386, -1.8228], [-3.9502, 2.0560, -0.9967], [-2.5532, 1.0450, 2.3206], [-3.8978, 0.7837, 2.5710], [-4.3803, 0.7636, 3.8723], [-3.5281, 1.0023, 4.9391], [-2.1836, 1.2520, 4.7008], [-1.6997, 1.2655, 3.4023], [0.3130, 4.1135, 0.6123], [0.2553, 2.9169, 1.8794], [2.1959, 2.6397, 0.2866], [1.0391, 2.3032, -1.0183], [0.1002, -0.8389, 2.8405], [0.9152, -1.0175, 5.1820], [2.9730, 0.1728, 5.8648], [4.2294, 1.5138, 4.2101], [3.4425, 1.6556, 1.8856], [3.2647, 1.4718, -1.3916], [5.2300, 0.3424, -2.3378], [5.6312, -2.0532, -1.8779], [4.0212, -3.3265, -0.4870], [2.0573, -2.1935, 0.4794], [-1.3320, 2.8552, -0.7381], [-1.9985, 3.4078, 0.8079], [-3.4470, -1.2272, -0.3145], [-5.4084, -1.4243, -1.7725], [-6.4421, 0.5956, -2.7593], [-5.5017, 2.8262, -2.2541], [-3.5524, 3.0404, -0.7922], [-4.5745, 0.5952, 1.7481], [-5.4277, 0.5569, 4.0512], [-3.9062, 0.9840, 5.9532], [-1.5047, 1.4239, 5.5267], [-0.6408, 1.4156, 3.2418], [-0.0766, -0.1579, -4.6137], [-1.1215, 0.1303, -3.2563], [-2.3789, 0.2429, -3.9149], [-0.5671, 1.2882, -2.6249], [-0.9259, -1.1332, -2.5288], [1.5306, -0.1161, -4.4087], [1.9219, -1.7895, -4.0365], [1.0343, -2.5597, -3.3943], [1.2722, -3.8340, -3.0647], [2.4729, -4.4171, -3.3870], [3.4238, -3.6474, -4.0522], [3.1555, -2.3334, -4.3778], [0.1403, -2.0921, -3.0614], [0.4775, -4.3354, -2.5296], [2.6656, -5.4464, -3.1255], [4.3759, -4.0857, -4.3221], [3.8709, -1.7223, -4.9095], [-1.6007, -2.8623, 0.5497]], "lowdin_charge": [0.126, -0.274, -0.336, 0.851, -0.338, -0.124, -0.076, -0.085, -0.083, -0.083, -0.323, -0.095, -0.091, -0.106, -0.089, -0.093, -0.320, 0.899, -0.357, -0.117, -0.069, -0.080, -0.076, -0.083, -0.308, -0.070, -0.078, -0.088, -0.078, -0.102, 0.112, 0.092, 0.079, 0.078, 0.077, 0.108, 0.102, 0.101, 0.102, 0.099, 0.105, 0.104, 0.106, 0.101, 0.076, 0.095, 0.025, 0.108, 0.103, 0.103, 0.094, 0.100, 0.104, 0.101, 0.104, 0.072, -0.624, 0.407, -0.249, -0.318, -0.393, 1.044, -0.467, 0.115, -0.020, -0.035, -0.037, -0.067, 0.083, 0.147, 0.116, 0.121, 0.119, -0.245]}